1.
{
  "formula": "C5H7FN2O2",
  "method": "ωB97M-V/def2-TZVPD",
  "symbols": ["N", "H", "C", "C", "N", "F", "C", "H", "H", "C", "O", "O", "C", "H", "H", "H", "H"],
  "positions_angstrom": [[0.98425, -2.59713, 1.16151], [-1.69398, 1.03625, -1.98112], [-0.97390, 0.52860, -1.29101], [-0.54581, -0.82349, -1.73487], [0.24499, 1.75505, 0.51115], [0.25290, -2.95801, -1.63092], [-0.08905, -1.86157, -0.95470], [0.96965, -2.58738, 2.25283], [-0.80321, 3.42938, 1.27416], [0.14364, 3.03160, 1.02563], [-0.50440, -0.91043, 1.14743], [-0.62181, 1.51661, -0.45194], [0.17487, -1.73718, 0.51879], [0.57085, 3.81360, 0.30418], [1.47012, -3.47233, 0.79503], [0.93663, 3.07446, 1.83491], [-0.51573, -1.23805, -2.78106]],
  "nbo_charge": [-0.824, 0.181, 0.147, -0.329, -0.086, -0.324, 0.309, 0.418, 0.204, -0.477, -0.595, -0.273, 0.571, 0.192, 0.414, 0.224, 0.248],
  "gap_ev": [8.13, 7.77]
}


2.
{
  "formula": "C3H3N2S2",
  "method": "ωB97M-V/def2-TZVPD",
  "symbols": ["H", "S", "H", "C", "N", "H", "N", "C", "S", "C"],
  "positions_angstrom": [[0.89349, -1.88737, -0.40636], [-3.05058, 0.71693, 0.01055], [-1.59684, -1.64338, -0.45066], [-0.97830, -0.76683, -0.22403], [1.14613, 0.09453, 0.08041], [0.86112, 1.85431, 1.12030], [-1.45480, 0.42079, 0.03058], [1.02437, 1.44737, 0.11575], [2.74105, 0.70172, -0.05858], [0.41436, -0.93806, -0.21796]],
  "nbo_charge": [0.191, -0.227, 0.152, -0.137, -0.421, 0.167, -0.527, -0.275, 0.047, 0.029],
  "charge": -1,
  "gap_ev": 6.17
}


3.
{
  "formula": "H24O12",
  "method": "ωB97M-V/def2-TZVPD",
  "symbols": ["O", "O", "O", "H", "H", "H", "H", "H", "O", "H", "H", "O", "H", "H", "H", "H", "H", "H", "H", "H", "H", "O", "O", "H", "O", "O", "O", "H", "H", "H", "O", "H", "H", "O", "H", "H"],
  "positions_angstrom": [[0.43142, -1.93292, -1.89678], [0.23542, -0.03792, 0.31022], [-2.20058, -1.67292, -2.93478], [-0.68958, -3.28292, -1.17878], [-1.79358, -0.83192, -2.76678], [0.03042, -0.50492, -0.50078], [3.76142, 2.04808, 1.46722], [0.23342, -1.67292, -2.78278], [1.07642, 1.52308, 3.08722], [-1.75858, -4.29492, -1.59078], [1.78742, 1.76008, 3.66522], [-1.96658, 0.95908, 1.92622], [1.10542, 0.55308, 3.08822], [1.44142, 1.81708, -1.48978], [-1.70158, -2.87092, 0.44722], [-2.51358, -1.57292, 0.19122], [3.02242, -1.76492, 2.02922], [1.37542, -1.97192, -1.92278], [1.96742, -1.09092, 1.14622], [1.89842, 2.18308, -0.20278], [-0.67458, 2.48808, 1.64422], [-1.37658, 0.94708, -2.84678], [2.79942, -1.59092, 1.09722], [-1.72758, 1.34908, -2.03178], [-0.76158, 3.41008, 1.52922], [-1.08758, -4.11392, -0.93678], [-1.98458, -2.05792, 0.81222], [-2.01058, 0.45308, 2.71322], [-1.32658, 0.46008, 1.35122], [0.10642, 3.68408, 1.29922], [1.07442, 2.24408, -0.70578], [-1.64958, 1.37108, -3.68978], [0.59842, 0.80508, 0.02322], [2.89942, 2.42408, 1.25722], [2.24942, 2.13608, 1.89822], [-2.87058, -1.34992, -3.50578]],
  "nbo_charge": [-0.951, -1.014, -0.964, 0.494, 0.483, 0.496, 0.484, 0.486, -0.925, 0.476, 0.472, -0.975, 0.485, 0.466, 0.490, 0.470, 0.462, 0.486, 0.490, 0.497, 0.479, -0.991, -0.959, 0.513, -0.938, -0.969, -0.972, 0.468, 0.499, 0.451, -0.943, 0.499, 0.485, -0.983, 0.493, 0.462],
  "smiles": "O.O.O.O.O.O.O.O.O.O.O.O",
  "gap_ev": 10.13
}


4.
{
  "formula": "C23H50BN3O6P2",
  "method": "ωB97M-V/def2-TZVPD",
  "symbols": ["C", "H", "H", "H", "H", "C", "H", "P", "H", "O", "H", "C", "C", "H", "H", "H", "C", "H", "H", "C", "H", "C", "H", "O", "C", "H", "P", "N", "H", "C", "H", "H", "C", "H", "O", "H", "H", "H", "C", "H", "C", "C", "C", "O", "H", "C", "C", "H", "C", "H", "N", "C", "H", "H", "H", "H", "O", "C", "H", "H", "H", "H", "H", "H", "N", "C", "H", "B", "H", "H", "H", "H", "C", "H", "H", "C", "H", "H", "C", "O", "H", "H", "H", "H", "H"],
  "positions_angstrom": [[1.18673, -2.04192, 2.14043], [1.02772, -4.47719, -0.16929], [1.50146, 5.96127, -4.10399], [5.43891, -1.62251, -1.99939], [2.95526, 7.89301, 4.79744], [0.14753, -1.23574, -1.39348], [-4.85012, -0.84494, 2.61586], [-0.84242, 5.80034, -0.12432], [-0.31965, -6.43741, -5.96146], [1.87344, -6.33770, 4.42751], [5.99398, -3.22292, -2.54840], [-0.02571, 1.45799, -1.83257], [-0.29306, 1.72879, -0.33185], [1.42439, 8.79129, 4.56627], [-0.53197, 0.20257, -4.47430], [6.75510, -2.46622, -1.12749], [-0.19219, 3.81865, -2.22656], [1.38290, -6.82488, -4.47023], [-3.38712, 7.63442, 1.23402], [5.81781, -2.59482, -1.67485], [1.39371, -4.26637, 2.78054], [1.95377, 7.85721, 4.36182], [-0.45488, 0.63701, 1.74917], [0.49000, -6.81999, -4.10252], [0.43956, -0.16897, -3.96767], [-4.57362, -2.36242, 3.50659], [0.35422, -2.94548, -2.15511], [-0.54317, 2.99542, 0.30399], [-2.26857, -1.48398, 1.60166], [-0.34832, 6.01638, 1.69698], [-1.64513, -2.79069, 2.80460], [-1.23789, 6.53018, 2.22605], [-0.09090, -0.99106, 0.13934], [0.89109, -1.73543, 3.21849], [-4.73254, -2.55473, 1.47093], [0.52836, 6.76496, 1.79366], [-3.14448, 5.70690, -1.29304], [4.72167, -2.65354, -0.07666], [-5.10991, -1.90505, 2.67468], [-2.18200, -3.42728, -1.95075], [-1.39556, -1.82286, 2.25261], [-3.25706, 7.47739, 0.09803], [2.00393, -3.42178, 2.29072], [2.04835, 7.65713, 2.95888], [-0.15118, -8.16628, -5.52876], [0.18765, -0.01327, -2.38161], [1.47143, -4.08232, -1.14386], [-0.87941, 6.93267, -2.74753], [-2.73786, 5.97488, -0.25839], [0.10932, -7.14467, 5.13101], [0.04196, 2.52619, -2.79124], [-0.49480, 4.00368, -0.70927], [2.54164, 8.40452, 2.59678], [-2.09170, 5.79244, -3.15216], [-0.36577, -3.19018, 0.82692], [-0.02847, -6.09089, 3.70206], [1.04922, 5.09045, -4.14032], [-1.29323, -3.75004, -2.61857], [2.29533, -6.45984, 5.28741], [-6.18556, -2.01764, 2.83313], [1.89674, -1.20279, 1.78300], [2.51296, -3.77837, 1.33255], [-3.22160, 5.24929, 0.49999], [2.50616, -3.59156, -1.01748], [-1.15962, 6.16408, -3.37365], [-0.39778, -7.16963, -5.15382], [1.39991, 7.02602, 4.79903], [-0.12282, 5.09461, -3.26479], [-5.22076, -2.13048, 0.75380], [-0.06005, 5.02869, 2.21410], [-4.26495, 7.60426, -0.42614], [0.65610, -1.24043, -4.28805], [0.47663, -6.23022, 4.65844], [-1.41731, -7.17235, -4.76711], [-1.23964, -4.89616, -2.74329], [-0.15148, -2.14911, 1.23795], [0.27419, -5.37028, 5.30243], [1.66197, -5.01611, -1.80425], [-0.29282, 0.45987, 0.62203], [4.85913, -3.22862, -0.84078], [-2.54782, 8.28239, -0.33750], [-1.56240, -3.34994, -3.67253], [2.85964, -3.19963, 3.04218], [-1.12538, -1.01990, 3.02848], [1.30878, 0.55162, -4.21652]],
  "lowdin_charge": [-0.211, 0.021, 0.097, 0.078, 0.076, -0.257, 0.076, 0.920, 0.077, -0.136, 0.079, -0.127, -0.155, 0.077, 0.087, 0.075, -0.100, 0.078, 0.069, -0.155, 0.063, -0.150, 0.100, -0.144, -0.113, 0.076, 0.871, 0.073, 0.074, -0.306, 0.084, 0.043, -0.144, 0.105, -0.141, 0.017, 0.063, 0.075, -0.172, 0.040, -0.100, -0.183, -0.117, -0.154, 0.075, -0.131, -0.317, 0.052, -0.432, 0.075, 0.120, -0.320, 0.085, 0.050, 0.117, 0.073, 0.052, -0.316, 0.077, 0.074, 0.115, 0.048, 0.083, 0.029, 0.107, -0.165, 0.081, -0.485, 0.079, 0.047, 0.066, 0.033, -0.172, 0.076, 0.039, -0.303, 0.077, 0.047, 0.032, -0.145, 0.070, 0.037, 0.082, 0.073, 0.085],
  "smiles": "CC[C@@H](C)c1cc2nc(P(C)CC)c(B(N)O)nc2c(C)c1P(C)C.CO.CO.CO.CO.CO",
  "gap_ev": 6.51
}